Record 1
The following is a DFT calculation (wB97M-V/def2-TZVPD) of a 2-piece molecular cluster, C5H8N2O3S overall.

Computed properties:
**Molar mass**: 176.2 u
**Net charge**: 0
**Largest force on an atom**: 3.63 eV Å⁻¹
**Relative energy (zero: lowest compared OMol25 entry of this formula, charge and spin)**: 70.5 kcal per mole
**Multiplicity**: 1
**Lowest unoccupied orbital energy**: 0.52 eV
**Gap between HOMO and LUMO**: 0.35864 hartree
**Energy**: -928.64128 a.u.

CARTESIAN COORDINATES (ANGSTROEM)
H1 1.6573 0.5717 -0.9911
H2 -1.1917 0.5119 -2.7747
H3 -2.3752 0.9442 1.0261
H4 0.9601 0.0093 3.3469
H5 -1.9735 -0.6144 -1.5880
C1 1.3047 -0.0451 -1.7108
O1 0.9550 -2.7626 0.0697
O2 -1.4627 -2.1471 0.3926
C2 0.6825 1.3983 1.4398
H6 1.2866 0.2219 -2.7307
N1 -0.0256 -0.5262 -1.3649
S1 -0.0719 -1.7483 0.4245
H7 2.0913 -0.7970 -1.5590
C3 0.3653 0.5965 2.5073
C4 -1.0448 -0.1138 -1.9196
C5 -1.3277 0.8066 1.2643
H8 1.5271 1.9802 1.1080
N2 -0.3977 1.4662 0.6615
O3 -0.9591 0.2478 2.3980

Record 2
The following is a DFT calculation (wB97M-V/def2-TZVPD) of a 2-piece molecular cluster, C2H8NOPS overall.

Computed properties:
**Molar mass**: 125.1 u
**Net charge**: 0
**Largest force on an atom**: 4.66 eV Å⁻¹
**Relative energy (zero: lowest compared OMol25 entry of this formula, charge and spin)**: 114.1 kcal per mole
**Multiplicity**: 1
**Lowest unoccupied orbital energy (spin up / spin down)**: -1.44 / -0.11 eV
**Gap between HOMO and LUMO (spin up / spin down)**: 0.27216 / 0.29741 hartree
**Energy**: -950.44216 a.u.

CARTESIAN COORDINATES (ANGSTROEM)
H1 -0.7990 -2.5825 0.4552
C1 0.9361 1.2695 1.0479
H2 0.4856 -2.8373 -0.6492
P1 -0.9638 0.4681 -0.5373
H3 0.2982 0.6431 1.6373
H4 1.2983 1.0233 -1.0100
H5 1.7944 0.5570 1.0800
C2 0.1579 -2.5120 0.2529
N1 0.5260 1.3026 -0.3548
S1 -2.5191 1.3063 0.3794
H6 0.8654 -2.0070 0.8051
H7 1.1879 2.1674 1.6252
H8 -2.0900 0.7069 -2.5421
O1 -1.1779 0.4946 -2.1897

Record 3
The following is a DFT calculation (wB97M-V/def2-TZVPD) of a 4-piece molecular cluster, C28H66N5O3 overall.

Computed properties:
**Molar mass**: 520.9 u
**Net charge**: +1
**Largest force on an atom**: 0.78 eV Å⁻¹
**Multiplicity**: 1
**Lowest unoccupied orbital energy**: -3.08 eV
**Gap between HOMO and LUMO**: 0.26184 hartree
**Energy**: -1605.63163 a.u.

CARTESIAN COORDINATES (ANGSTROEM)
C1 2.1818 2.8548 -0.1902
C2 -6.6436 2.6178 0.0190
H1 -7.4303 3.2479 0.4572
H2 -0.0067 0.7511 -1.4706
N1 -0.3536 0.1298 2.6792
H3 3.9316 2.4705 -1.4077
H4 -6.7391 -0.7759 0.7045
C3 -3.3054 3.7951 -0.7097
H5 -6.8608 3.8068 -1.7709
H6 3.4517 -3.9498 -3.4435
C4 -8.4501 1.1795 -0.4846
N2 4.2630 -3.5176 1.8794
C5 -6.2596 0.0290 0.1430
H7 -0.1017 1.6462 0.0302
H8 1.4820 -1.5720 -0.5494
H9 7.6119 -2.3010 2.0390
H10 2.9700 0.3091 -0.6118
C6 -1.3014 2.4518 -1.5814
H11 -5.2966 0.2688 0.5932
H12 4.6402 0.3974 -0.0049
C7 -1.7845 3.6038 -0.6820
H13 -3.3512 2.1621 0.6886
C8 2.1041 -1.3881 -3.1437
C9 3.7624 -2.9742 -3.8257
C10 3.6250 2.3441 -0.3654
H14 -3.5601 4.7290 -0.2014
H15 4.3495 -4.1272 -0.1096
H16 2.1464 3.9303 -0.0034
H17 6.1018 -2.4334 -0.8166
H18 1.8886 -1.2785 -4.2154
H19 -0.5260 1.0636 5.2538
H20 1.3254 -4.2461 -2.9629
H21 0.5954 -2.4781 3.1729
H22 1.7839 2.3585 0.7004
H23 -1.4640 3.4068 0.3459
H24 -1.2927 4.5320 -0.9888
H25 0.1086 -1.5054 -2.4381
H26 -7.4039 1.2108 1.2958
H27 0.4787 -3.3178 -4.2066
H28 3.2502 -0.9373 4.7533
H29 -5.1403 -0.4228 -2.9353
H30 -6.7227 -1.2724 -1.6163
C11 7.3985 -1.5654 1.2587
H31 1.3424 -2.0609 4.7159
H32 0.5161 0.4730 2.2800
H33 -8.2819 1.5543 -2.6393
H34 3.2768 0.7762 1.0566
H35 4.8370 -2.9666 2.5105
H36 -0.3615 -3.8210 -2.7352
C12 3.6576 0.8655 0.0336
N3 -5.1691 0.0351 -2.0261
H37 3.3367 -2.8285 -4.8231
O1 3.3967 -1.9206 -2.9541
C13 1.3009 2.4588 -1.4011
H38 2.2132 -2.9214 -1.0174
C14 -5.3358 3.0118 0.6956
C15 6.1650 -4.6609 0.8678
H39 -6.0963 2.1957 -2.0440
H40 2.1421 -0.3821 -2.7149
C16 -8.2250 2.1134 -1.7099
C17 0.3530 0.4813 4.9782
H41 4.3243 2.9268 0.2413
C18 5.4455 -2.3286 0.0575
H42 6.7444 -4.3930 1.7525
H43 7.7502 -0.5926 1.6001
H44 -8.7747 0.1619 -0.6877
H45 -5.3822 4.0998 0.7926
H46 1.1291 3.3297 -2.0384
H47 1.8878 1.7525 -1.9969
H48 6.8419 -4.6936 0.0119
C19 0.5883 -3.4610 -3.1300
C20 -6.8314 2.7577 -1.4769
C21 1.0406 -1.6575 3.7408
H49 1.1005 1.1805 4.6023
C22 5.0205 -3.6830 0.6335
H50 4.5356 -1.8230 -0.2794
H51 -9.2033 1.6232 0.1682
H52 -0.6974 -0.5415 1.9989
H53 0.7474 0.0124 5.8811
C23 3.1869 -0.5821 3.7206
H54 -4.2413 1.8511 -0.7801
H55 -8.9982 2.8801 -1.6615
H56 3.0132 0.4975 3.7220
H57 5.7719 -5.6635 1.0305
H58 -1.0911 2.8315 -2.5872
N4 -7.1624 1.2217 0.3075
C24 0.9851 -2.1630 -2.4356
H59 4.1364 -0.7706 3.2187
O2 6.0121 -1.4487 1.0068
O3 2.1849 -1.2783 3.0010
H60 7.9443 -1.8388 0.3509
H61 4.8485 -2.9671 -3.9046
C25 -6.0755 -0.4542 -1.2876
H62 -3.6348 3.8845 -1.7522
C26 -4.0376 2.6167 -0.0341
H63 -0.9215 -1.0709 4.2707
H64 3.4474 -2.9326 1.7145
N5 1.3143 -2.4468 -1.0383
C27 -0.0173 -0.5592 3.9260
C28 -0.0344 1.7644 -1.0545
H65 -5.3319 2.6222 1.7189
H66 -2.0899 1.6985 -1.6751

Record 4
The following is a DFT calculation (wB97M-V/def2-TZVPD) of one molecule with the formula C5H4O2.

Computed properties:
**Molar mass**: 96.1 u
**Net charge**: 0
**Largest force on an atom**: 2.37 eV Å⁻¹
**Relative energy (zero: lowest compared OMol25 entry of this formula, charge and spin)**: 87.2 kcal per mole
**Multiplicity**: 1
**Lowest unoccupied orbital energy**: -0.18 eV
**Gap between HOMO and LUMO**: 0.33630 hartree
**Energy**: -343.25334 a.u.

CARTESIAN COORDINATES (ANGSTROEM)
C1 1.2600 -0.5724 -0.5426
H1 2.1227 -1.1758 -0.2776
C2 0.0485 -0.9628 -0.0245
C3 -1.1230 0.0157 -0.2225
C4 -0.2729 1.2898 -0.2704
C5 0.9270 0.5875 0.3392
O1 -0.4865 2.4208 -0.6031
H2 -1.8679 0.0875 0.5844
H3 0.0227 -1.8399 0.6145
H4 -1.6154 -0.2568 -1.1538
O2 1.0545 0.4725 1.5498

Record 5
The following is a DFT calculation (wB97M-V/def2-TZVPD) of C4H10N2O as an isolated structure.

Computed properties:
**Molar mass**: 102.1 u
**Net charge**: 0
**Largest force on an atom**: 7.37 eV Å⁻¹
**Relative energy (zero: lowest compared OMol25 entry of this formula, charge and spin)**: 193.5 kcal per mole
**Multiplicity**: 1
**Lowest unoccupied orbital energy**: -1.39 eV
**Gap between HOMO and LUMO**: 0.29361 hartree
**Energy**: -342.89302 a.u.

CARTESIAN COORDINATES (ANGSTROEM)
H1 -1.2502 -0.5730 0.8311
H2 0.1942 -1.7005 -0.6037
H3 0.4735 0.5043 -2.1709
N1 0.1196 0.3915 -1.2468
H4 1.5137 1.6083 -0.4531
H5 2.3281 -0.1085 -0.3939
H6 1.0048 2.1036 2.3904
O1 0.7623 -0.7748 1.6985
C1 -0.4511 -0.9556 -0.9665
H7 -0.7227 -1.2881 -2.0837
H8 -2.5598 -0.4397 -0.4493
H9 -0.2849 1.1100 0.8734
N2 0.4656 1.9678 1.5161
H10 -1.9333 -1.9738 0.1796
C2 1.2848 0.5493 -0.2979
C3 -1.6582 -0.9219 -0.0303
C4 0.7135 0.5011 1.2069

Record 6
The following is a DFT calculation (wB97M-V/def2-TZVPD) of C15H18FNO4PtSSiTe as an isolated structure.

Computed properties:
**Molar mass**: 678.1 u
**Net charge**: 0
**Largest force on an atom**: 0.71 eV Å⁻¹
**Relative energy (zero: lowest compared OMol25 entry of this formula, charge and spin)**: 10.2 kcal per mole
**Multiplicity**: 5
**Lowest unoccupied orbital energy (spin up / spin down)**: 0.22 / -2.77 eV
**Gap between HOMO and LUMO (spin up / spin down)**: 0.30612 / 0.21925 hartree
**Energy**: -2112.88797 a.u.
**⟨S²⟩**: 6.043

CARTESIAN COORDINATES (ANGSTROEM)
O1 4.6135 -2.0894 -2.4707
H1 -0.6072 2.5094 2.6316
H2 -4.4509 -2.3065 -3.9258
H3 2.7710 3.2046 0.8521
H4 -4.4653 -1.6993 -1.5282
H5 -1.4035 2.0368 4.8895
Pt1 1.9022 -0.5187 0.0597
C1 -1.2170 -2.5981 -1.8440
H6 -0.2801 -3.2460 -3.6690
C2 0.6256 -0.6013 3.0089
H7 -0.1144 2.4491 -2.3615
H8 -0.9479 1.1391 -1.5022
H9 2.5408 3.6457 -0.8504
H10 -0.4097 4.3853 -0.2941
F1 1.3855 -1.5132 2.3805
H11 0.0086 4.1603 1.4033
H12 -0.9095 -0.1492 5.9619
N1 0.7400 0.7935 1.0400
C3 -2.3645 -2.8116 -3.9446
H13 0.4487 -1.8437 4.7145
C4 -0.3849 1.5580 3.0835
C5 -1.1988 -2.9175 -3.1974
C6 -0.5592 0.0614 4.9598
C7 -2.3885 -2.1476 -1.2440
Te1 0.5479 -2.8940 -0.7078
H14 -2.4011 -1.8806 -0.1919
C8 -3.5513 -2.0457 -1.9957
C9 0.3437 0.6030 2.3351
C10 -0.8340 1.2867 4.3569
H15 3.1259 2.0321 -0.4270
C11 0.0217 1.6241 -1.6531
H16 0.6953 0.8996 -2.1150
H17 -2.3511 -3.0610 -4.9986
C12 2.4459 2.8327 -0.1239
O2 2.4200 -1.0404 -2.0585
S1 3.6140 -1.8289 -1.4874
O3 3.0280 -3.0708 -0.8756
O4 4.0378 -0.9357 -0.3436
Si1 0.6895 2.2435 -0.0380
H18 -1.4228 3.3526 0.7174
C13 -0.3902 3.6536 0.5206
C14 -3.5408 -2.3815 -3.3436
C15 0.1870 -0.8900 4.2764